(1)
43
Properties=species:S:1:pos:R:3 method="wB97M-V/def2-TZVPD" gap_ev="5.43 / 4.21" lumo_energy_ev="-12.780 / -13.489" total_charge=+3 mol_weight_g_mol=513.24
O 0.0015 -3.0280 -0.0376
C 0.0009 -1.9304 -0.0264
La -0.1978 0.0024 0.0292
O -2.7107 0.0018 -3.2429
C -1.9801 -0.0094 -2.3747
C 1.9074 0.0047 -0.3408
O 2.9711 0.0043 -0.5249
C 0.0029 1.9305 0.0231
O 0.0022 3.0273 0.0395
C -0.9820 3.9485 5.7298
C 0.0362 3.9983 4.7767
C 0.2673 2.9077 3.9507
C -0.5104 1.7382 4.0636
C -1.5347 1.7004 5.0262
C -1.7626 2.8005 5.8497
P -0.1469 0.4130 2.8897
C 1.5000 -0.1423 3.4695
C 2.1473 -1.1847 2.7814
C 3.3888 -1.6484 3.1791
C 4.0246 -1.0936 4.2879
C 3.3973 -0.0688 4.9953
C 2.1533 0.4007 4.5917
C -1.5835 -0.6608 3.1092
C -1.4522 -1.8812 3.7788
C -2.5545 -2.7089 3.9428
C -3.8003 -2.3293 3.4389
C -3.9337 -1.1139 2.7665
C -2.8383 -0.2779 2.5982
H -1.1633 4.8088 6.3707
H 0.6468 4.8938 4.6753
H 1.0576 2.9628 3.2041
H -2.1670 0.8204 5.1414
H -2.5619 2.7691 6.5909
H 1.6697 -1.6506 1.9161
H 3.8759 -2.4564 2.6293
H 4.9972 -1.4603 4.6051
H 3.8856 0.3584 5.8705
H 1.7035 1.1902 5.1929
H -0.4837 -2.1852 4.1738
H -2.4480 -3.6596 4.4672
H -4.6621 -2.9822 3.5693
H -4.9086 -0.8200 2.3716
H -2.9486 0.6699 2.0714

=====

(2)
13
Properties=species:S:1:pos:R:3 method="wB97M-V/def2-TZVPD" gap_ev=8.51 lumo_energy_ev=-0.417 mol_weight_g_mol=94.11 smiles="C=CC(=O)C1=CC1"
C -2.3050 -0.7485 -0.7075
C 0.3278 0.4577 -0.4140
C -0.5407 -0.6742 -0.4218
C -1.4118 -1.5079 0.1249
C 1.3644 0.3964 0.6559
C 2.3348 1.3018 0.7192
O 0.2887 1.3413 -1.2632
H -2.7492 -1.1920 -1.5928
H -2.6834 0.2168 -0.3952
H -1.4241 -2.5204 0.4899
H 1.3010 -0.4252 1.3591
H 2.3412 2.1359 0.0300
H 3.1565 1.2183 1.4156

=====

(3)
83
Properties=species:S:1:pos:R:3 method="wB97M-V/def2-TZVPD" gap_ev="8.87 / 7.70" spin_multiplicity=3 lumo_energy_ev="-2.382 / -3.945" total_charge=+1 mol_weight_g_mol=877.41
Ni 0.5042 0.1901 0.8040
O 0.9170 2.0798 1.6241
C -0.1911 2.5781 2.3273
C -0.1302 3.0312 3.6277
C -1.3138 3.4383 4.2306
C -2.5184 3.3695 3.5466
C -2.5632 2.8551 2.2588
C -1.3931 2.4384 1.6382
P -1.2574 1.5940 0.0289
C -2.8629 0.8599 -0.3349
C -3.5261 0.1582 0.6740
C -4.7051 -0.5102 0.3895
C -5.2220 -0.4996 -0.8988
C -4.5526 0.1763 -1.9088
C -3.3737 0.8512 -1.6310
C -0.9284 2.9159 -1.1521
C -1.9285 3.7955 -1.5678
C -1.6130 4.8509 -2.4065
C -0.3016 5.0418 -2.8267
C 0.6978 4.1772 -2.4086
C 0.3837 3.1148 -1.5734
C 2.1521 2.7202 1.5297
C 2.3717 3.9967 2.0170
C 3.6192 4.5747 1.8399
C 4.6334 3.8978 1.1784
C 4.3863 2.6384 0.6616
C 3.1415 2.0336 0.8174
P 2.7116 0.4291 0.0906
C 3.7692 -0.8067 0.8718
C 3.7988 -2.0813 0.3042
C 4.5071 -3.0959 0.9253
C 5.1892 -2.8412 2.1074
C 5.1581 -1.5750 2.6737
C 4.4426 -0.5561 2.0641
C 3.1324 0.4046 -1.6613
C 4.4661 0.4537 -2.0772
C 4.7709 0.4152 -3.4247
C 3.7493 0.3108 -4.3646
C 2.4285 0.2322 -3.9570
C 2.1178 0.2766 -2.6036
H 0.8076 3.0509 4.1652
H -1.2906 3.8030 5.2485
H -3.4312 3.6954 4.0261
H -3.5104 2.7594 1.7447
H -3.1151 0.1166 1.6747
H -5.2151 -1.0506 1.1760
H -6.1424 -1.0244 -1.1170
H -4.9456 0.1781 -2.9164
H -2.8561 1.3718 -2.4275
H -2.9503 3.6573 -1.2352
H -2.3907 5.5292 -2.7306
H -0.0617 5.8671 -3.4839
H 1.7197 4.3210 -2.7345
H 1.1659 2.4391 -1.2554
H 1.5836 4.5438 2.5114
H 3.7947 5.5714 2.2219
H 5.6049 4.3552 1.0543
H 5.1688 2.1166 0.1264
H 3.2617 -2.2845 -0.6150
H 4.5156 -4.0863 0.4911
H 5.7418 -3.6351 2.5919
H 5.6847 -1.3796 3.5983
H 4.4000 0.4229 2.5232
H 5.2635 0.4858 -1.3448
H 5.8029 0.4525 -3.7466
H 3.9910 0.2745 -5.4187
H 1.6379 0.1261 -4.6876
H 1.0867 0.1967 -2.2784
F 0.6080 -2.4246 5.4509
C -0.2698 -1.6639 4.8236
F -1.4177 -2.3107 4.6882
F -0.4678 -0.5448 5.5091
S 0.3716 -1.2098 3.1618
O 1.5616 -0.4200 3.3306
O -0.7242 -0.4715 2.5210
N 0.6541 -2.6143 2.5355
S 0.3091 -2.9456 1.0436
O 1.1303 -3.9775 0.5235
O 0.1624 -1.7319 0.2236
C -1.4044 -3.6432 1.0867
F -1.6720 -4.1987 -0.0862
F -1.4757 -4.5581 2.0465
F -2.2920 -2.6836 1.3317

=====

| no. | total energy (eV) |
| --- | --- |
| 1 | -41353.949 |
| 2 | -8362.121 |
| 3 | -149179.167 |